Record 1
C45H78B2BeBrClCsF9N3O11P as an isolated structure, computed with ωB97M-V with the def2-TZVPD basis set.

Calculated values
Total charge   0
Frontier orbital gap   0.047 hartree
HOMO   -6.8 eV
Total energy   -7111.7058 a.u.

Each line ends with the Mulliken charge.
Element x y z (Å)
C -8.11 4.75 -1.35  -0.75
C -8.17 4.01 0.08  0.59
O -9.22 3.74 0.69  -0.54
O -6.90 3.68 0.69  -0.31
C -6.51 4.88 1.46  -0.47
C -6.41 4.55 3.06  -0.55
C -4.85 4.54 3.41  -0.44
C -4.54 4.13 4.96  -0.43
C -3.20 4.91 5.37  -0.20
C -2.26 4.10 6.43  -1.09
C -0.97 3.57 5.65  0.58
C -0.84 2.01 5.53  -0.11
Cl -2.03 0.83 6.28  -0.22
C 0.37 1.33 4.78  -0.29
C 0.53 -0.27 4.70  0.00
C 1.50 -0.79 5.91  -0.36
O 2.28 -1.98 5.59  -0.51
C 1.37 2.30 4.13  0.21
C 1.26 3.87 4.24  0.00
C 0.09 4.57 5.04  0.95
P 0.05 6.44 5.20  0.22
N -1.12 6.99 6.42  -0.46
O 1.54 7.05 5.86  -0.52
C 2.41 4.64 3.47  -0.15
O 3.04 5.65 3.84  -0.50
C 2.84 3.97 2.06  0.66
C 3.11 4.91 0.77  -1.46
C 2.01 4.71 -0.35  0.32
C 0.75 5.72 -0.25  0.20
C 0.13 5.91 1.22  -0.76
C -0.37 5.17 -1.28  -1.18
C -1.09 3.86 -0.70  0.17
C -1.18 2.67 -1.74  -0.63
C -1.27 1.26 -1.33  1.07
C -1.53 0.93 0.23  -0.98
C -1.08 0.03 -2.32  -1.13
C 2.95 2.53 1.96  0.14
Br 3.47 1.51 0.34  -0.15
C 2.60 1.67 3.29  0.15
O 3.24 0.65 3.64  -0.60
H -9.16 4.71 -1.81  0.29
H -7.31 4.27 -2.00  0.28
H -7.78 5.84 -1.15  0.24
H -7.24 5.73 1.23  0.36
H -5.48 5.19 1.05  0.25
H -7.02 5.37 3.57  0.29
H -6.92 3.53 3.19  0.28
H -4.33 3.79 2.71  -0.01
H -4.46 5.61 3.22  0.37
H -5.42 4.50 5.62  0.32
H -4.39 3.00 5.07  0.29
H -3.43 5.96 5.81  0.22
H -2.62 5.12 4.40  0.05
H -1.97 4.78 7.32  0.25
H -2.93 3.29 6.86  0.47
H -0.48 -0.80 4.67  0.54
H 1.10 -0.55 3.72  -0.71
H 0.90 -1.03 6.87  0.31
H 2.25 0.05 6.16  0.25
H 2.58 -1.99 4.66  0.19
H -0.96 8.02 6.50  0.27
H -0.72 6.63 7.32  0.28
H 1.28 7.95 6.21  0.36
H 3.25 6.01 1.07  0.27
H 4.12 4.55 0.34  0.42
H 1.59 3.64 -0.38  -0.43
H 2.48 4.89 -1.39  0.33
H 1.10 6.76 -0.62  0.39
H 0.48 6.89 1.70  0.40
H -1.01 6.02 1.08  0.25
H 0.33 5.00 1.89  -0.11
H 0.20 4.88 -2.23  0.45
H -1.12 6.02 -1.50  0.34
H -2.13 4.07 -0.25  0.46
H -0.46 3.45 0.18  -0.05
H -1.23 2.85 -2.88  0.42
H -0.49 0.87 0.71  0.26
H -2.12 -0.05 0.35  0.40
H -2.10 1.78 0.74  0.12
H -2.08 -0.41 -2.70  0.38
H -0.41 0.26 -3.21  0.46
H -0.58 -0.82 -1.72  0.23
C 3.21 -5.18 3.20  -0.14
C 1.77 -4.84 2.75  -0.61
O 1.80 -4.71 1.43  -0.94
H 3.92 -4.38 2.93  0.36
H 3.24 -5.29 4.29  0.16
H 3.56 -6.12 2.76  -0.14
H 1.48 -3.97 3.36  0.20
H 1.14 -5.63 3.19  0.22
C -2.30 -4.19 -9.40  -1.20
C -1.51 -3.14 -8.62  -0.45
C -0.50 -3.71 -7.63  -0.62
N -1.02 -4.17 -6.23  0.69
C -0.45 -3.20 -5.19  -0.90
C -0.69 -3.67 -3.76  -0.44
C -0.20 -5.09 -3.52  -0.67
C -0.73 -6.06 -4.57  -0.79
C -0.46 -5.57 -5.98  -0.85
C -2.53 -4.20 -6.13  -1.28
H -3.08 -4.67 -8.80  0.28
H -2.80 -3.72 -10.25  0.43
H -1.64 -4.97 -9.79  0.30
H -2.17 -2.40 -8.17  0.33
H -0.92 -2.59 -9.37  0.38
H 0.26 -2.95 -7.44  0.26
H 0.02 -4.57 -8.08  0.34
H 0.63 -3.14 -5.37  0.51
H -0.90 -2.22 -5.37  0.50
H -0.16 -3.00 -3.07  0.22
H -1.75 -3.60 -3.50  0.30
H -0.49 -5.42 -2.52  0.40
H 0.90 -5.10 -3.55  0.35
H -1.80 -6.22 -4.41  0.29
H -0.26 -7.04 -4.43  0.38
H -0.90 -6.24 -6.72  0.51
H 0.62 -5.51 -6.15  0.52
H -2.91 -4.98 -6.78  0.29
H -2.93 -3.21 -6.38  0.32
H -2.83 -4.43 -5.11  0.56
Be 3.97 -4.21 5.55  0.05
C 5.31 -9.09 1.67  0.08
C 6.74 -9.32 2.07  -0.30
O 6.95 -8.35 3.08  -0.30
C 5.73 -8.03 3.60  0.66
O 5.57 -7.36 4.57  -0.43
O 4.72 -8.57 2.85  -0.31
H 4.81 -10.01 1.36  -0.21
H 5.22 -8.35 0.87  0.30
H 6.89 -10.32 2.51  0.25
H 7.43 -9.19 1.24  0.32
C -0.47 10.68 6.49  -0.70
O 0.04 9.53 6.91  -0.72
H -0.08 11.09 5.54  0.26
H -1.56 10.71 6.30  0.25
H -0.35 11.56 7.16  0.27
B 2.57 -3.17 -9.50  0.68
F 1.92 -4.45 -9.61  -0.42
F 3.32 -3.11 -8.28  -0.43
F 3.44 -2.98 -10.61  -0.36
F 1.57 -2.13 -9.49  -0.45
F 0.72 1.88 -1.00  -0.49
Cs 1.85 -2.48 1.67  0.97
N 4.06 -12.66 1.46  -0.52
H 4.26 -12.36 0.50  0.39
H 3.59 -11.91 1.97  0.38
H 3.46 -13.49 1.44  0.38
H 4.94 -12.89 1.94  0.37
B 5.51 -0.51 -9.84  0.68
F 4.13 -0.18 -9.63  -0.41
F 5.81 -1.75 -9.19  -0.42
F 5.77 -0.63 -11.24  -0.42
F 6.34 0.53 -9.29  -0.42

***

Record 2
C28H46Br27INO2 as an isolated structure, computed with ωB97M-V with the def2-TZVPD basis set.

Calculated values
Total charge   0
2S+1   2
Frontier orbital gap (spin up / spin down)   0.287 / 0.332 hartree
HOMO (spin up / spin down)   -8.1 / -9.3 eV
Total energy   -71095.5951 a.u.

Each line ends with the Mulliken charge.
Element x y z (Å)
C 5.67 -0.39 0.38  -0.78
C 4.69 -0.20 -0.78  -0.33
O 5.24 0.50 -1.88  -0.19
C 5.37 1.89 -1.64  0.17
C 4.05 2.69 -1.74  -1.20
C 2.92 2.02 -2.56  -0.55
C 1.69 1.65 -1.73  -0.30
C 0.42 1.45 -2.56  -2.46
C -0.92 1.74 -1.81  4.26
C -0.99 3.27 -1.59  -2.21
C -2.08 3.78 -0.66  0.24
C -2.08 5.30 -0.65  -1.44
I -3.20 6.08 0.99  -0.02
C -0.88 0.96 -0.48  -2.24
C -2.02 -0.02 -0.13  2.21
C -1.41 -1.13 0.73  -1.72
C -3.17 0.62 0.69  -0.54
N -2.53 -0.67 -1.38  0.63
O -1.79 -1.63 -1.80  -0.70
C -3.06 0.21 -2.46  1.87
C -4.45 0.78 -2.08  -1.79
C -3.25 -0.66 -3.70  -1.80
C -2.07 1.36 -2.80  -2.70
H 5.37 -1.27 0.95  0.29
H 5.64 0.44 1.08  0.22
H 6.69 -0.50 0.03  0.17
H 4.39 -1.18 -1.16  0.43
H 3.79 0.30 -0.42  0.06
H 6.09 2.27 -2.37  0.38
H 5.82 2.05 -0.66  -0.46
H 3.69 2.94 -0.74  0.47
H 4.29 3.64 -2.22  0.47
H 2.59 2.72 -3.33  0.58
H 3.30 1.14 -3.08  0.14
H 1.55 2.38 -0.93  0.44
H 1.91 0.70 -1.23  0.14
H 0.37 0.42 -2.92  0.47
H 0.44 2.10 -3.44  0.63
H -1.15 3.72 -2.58  0.58
H -0.02 3.65 -1.24  0.43
H -3.06 3.43 -0.98  0.05
H -1.91 3.44 0.36  0.57
H -2.49 5.72 -1.57  0.55
H -1.07 5.69 -0.54  0.51
H -0.82 1.66 0.36  0.53
H 0.03 0.37 -0.44  -0.10
H -1.20 -0.72 1.72  0.43
H -0.48 -1.50 0.32  0.42
H -2.09 -1.98 0.82  0.20
H -3.13 0.24 1.71  0.24
H -4.14 0.35 0.30  -0.33
H -3.09 1.70 0.75  -0.01
H -4.99 0.07 -1.46  0.16
H -4.39 1.72 -1.54  0.26
H -5.03 0.93 -2.99  0.59
H -2.30 -0.90 -4.17  0.40
H -3.86 -0.12 -4.43  0.47
H -3.75 -1.59 -3.45  0.40
H -2.67 2.25 -2.99  0.44
H -1.61 1.11 -3.76  0.40
C -6.66 -2.04 1.56  -0.43
Br -6.46 -0.19 2.09  -0.03
Br -7.37 -2.16 -0.22  0.00
Br -5.02 -3.02 1.74  -0.01
H -7.39 -2.48 2.22  0.42
C 8.31 -3.96 0.71  -0.26
Br 9.30 -3.50 2.29  -0.02
Br 6.43 -4.16 1.09  -0.05
Br 8.60 -2.68 -0.70  0.00
H 8.66 -4.92 0.36  0.33
C 13.36 -4.64 1.32  -0.36
Br 12.76 -2.91 0.75  0.04
Br 13.32 -4.80 3.24  -0.01
Br 12.33 -6.04 0.48  -0.02
H 14.38 -4.76 1.00  0.35
C 6.72 0.00 -3.81  1.04
Br 8.14 1.29 -3.61  -0.09
Br 5.40 0.61 -5.06  -0.06
Br 7.43 -1.72 -4.30  -0.11
H 6.23 -0.09 -2.85  -0.71
C 1.10 -3.35 3.46  -0.39
Br 2.34 -4.10 4.72  -0.05
Br -0.62 -3.04 4.25  0.03
Br 1.80 -1.75 2.65  0.02
H 0.97 -4.07 2.66  0.39
C -4.09 -0.10 5.30  0.11
Br -4.66 0.63 6.98  -0.03
Br -2.51 0.78 4.65  -0.02
Br -3.83 -2.01 5.41  -0.05
H -4.88 0.07 4.59  -0.04
C 8.83 1.46 2.33  -0.39
Br 7.38 0.64 3.27  -0.03
Br 9.89 0.13 1.45  0.05
Br 8.20 2.80 1.09  0.00
H 9.46 1.97 3.06  0.36
C -11.77 -2.18 1.55  0.18
Br -11.73 -2.55 -0.34  -0.01
Br -12.11 -3.77 2.58  0.00
Br -10.16 -1.30 2.13  0.01
H -12.59 -1.50 1.73  -0.19
C -15.77 -0.64 2.84  -0.34
Br -15.73 -1.01 0.95  0.00
Br -16.11 -2.23 3.86  0.01
Br -14.16 0.24 3.41  -0.01
H -16.59 0.04 3.02  0.34

***

Record 3
CHClOS2 in the gas phase, computed with ωB97M-V with the def2-TZVPD basis set.

Calculated values
Total charge   0
2S+1   3
Frontier orbital gap (spin up / spin down)   0.183 / 0.228 hartree
HOMO (spin up / spin down)   -5.3 / -10.0 eV
Total energy   -1370.3321 a.u.
ΔE to the lowest compared entry with this formula, charge and spin   43.5 kcal per mole

Each line ends with the Mulliken charge.
Element x y z (Å)
C -0.61 0.03 -3.08  0.45
O -0.42 -1.14 -3.03  -0.46
S 1.02 0.23 -0.28  -0.04
S 0.06 1.33 -1.74  0.04
Cl -1.43 0.93 -4.10  -0.21
H -0.04 -0.50 -0.07  0.21

***

Record 4
C3H3N3O2 in the gas phase, computed with ωB97M-V with the def2-TZVPD basis set.

Calculated values
Total charge   0
Structure (SMILES)   [H]/N=C1\C=NC(=O)N1O
Frontier orbital gap   0.313 hartree
HOMO   -10.4 eV
Total energy   -430.6980 a.u.
ΔE to the lowest compared entry with this formula, charge and spin   139.9 kcal per mole

Each line ends with the Mulliken charge.
Element x y z (Å)
H 2.37 -0.80 0.48  0.27
N 2.16 0.38 0.09  -0.56
C 0.80 0.07 -0.22  0.54
C 0.27 -1.30 -0.26  -0.17
N -1.05 -1.37 0.06  -0.44
C -1.50 -0.03 -0.13  0.38
O -2.74 0.17 0.03  -0.51
N -0.38 0.74 -0.31  0.13
O -0.37 2.15 -0.17  -0.36
H 0.95 -2.19 -0.37  0.37
H -0.51 2.17 0.81  0.37